Entry from the Open Molecules 2025 dataset: a single C4H8O2 molecule (ωB97M-V/def2-TZVPD).

Energy relative to the best compared isomer or geometry (same formula, charge and spin) ... 46.79 kcal per mole
Maximum force ... 0.42 eV/Å
SMILES ... C[C@H]1O[C@H]1CO
E_tot ... -307.6379 Ha
Total charge ... 0

CARTESIAN COORDINATES (ANGSTROEM)
C: 1.91354 0.37220 -0.06767
C: 0.88051 -0.59445 0.45220
O: -0.06267 -0.08990 1.39168
C: -0.55688 -0.62576 0.16053
C: -1.36706 0.32003 -0.68207
O: -2.66961 0.40728 -0.13406
H: 1.49185 1.35742 -0.28062
H: 2.40334 -0.01277 -0.96870
H: 2.68512 0.49536 0.70095
H: 1.29913 -1.55924 0.74932
H: -1.07074 -1.58154 0.29967
H: -1.48147 -0.06651 -1.70157
H: -0.88391 1.30573 -0.73716
H: -2.58114 0.27216 0.81748

Forces on atoms 1 to 2 (eV/Å):
-0.1 0.1 0.0
0.2 -0.1 -0.1

Entry from the Open Molecules 2025 dataset: 2 unconnected molecules or ions with the total composition C24H29OSi at a distorted geometry (ωB97M-V/def2-TZVPD).

Energy relative to the best compared isomer or geometry (same formula, charge and spin) ... 91.88 kcal per mole
Maximum force ... 6.47 eV/Å
E_tot ... -1296.3039 Ha
Total charge ... +1

CARTESIAN COORDINATES (ANGSTROEM)
C: 5.00708 -1.12638 -0.22355
C: 4.19145 -2.35263 -0.68869
Si: 3.44723 -2.47128 -2.43856
C: 3.59645 -0.83794 -3.46696
C: 1.74565 -3.26011 -2.49375
H: 1.24729 -0.17683 0.06443
H: 5.69706 -1.39985 0.59299
H: 5.62069 -0.75878 -1.05425
H: 4.36397 -0.31599 0.14699
H: 4.89090 -3.18423 -0.93984
H: 3.58164 -2.73830 0.13935
H: 4.33515 -1.18059 -4.23502
H: 2.71470 -0.49849 -4.04210
H: 4.03032 0.07808 -3.02414
H: 2.02024 -4.27048 -2.83882
H: 1.19490 -3.39333 -1.56591
H: 1.01591 -2.90703 -3.21881
C: 3.28709 4.50274 2.72414
C: 2.60884 3.49119 1.85280
C: 3.33952 2.84150 0.84524
C: 2.67134 1.99831 -0.03191
C: 1.27428 1.80387 0.10631
C: 0.69214 0.56068 -0.50689
C: -0.67949 0.00513 -0.21200
C: -0.95772 -0.42119 1.10338
C: -2.09831 -1.16080 1.40186
C: -2.93052 -1.56138 0.34836
O: -4.15014 -2.19031 0.64237
C: -5.25606 -1.32774 0.73056
C: -6.25234 -1.51313 -0.23286
C: -7.36465 -0.67197 -0.21955
C: -7.49104 0.31719 0.76314
C: -6.48040 0.49385 1.71776
C: -5.33898 -0.32464 1.71025
C: -2.55058 -1.34764 -0.98974
C: -1.40050 -0.61004 -1.25254
C: 0.59969 2.36923 1.19221
C: 1.25132 3.22734 2.06471
H: 2.76944 4.56467 3.68982
H: 4.34519 4.26858 2.88688
H: 3.23870 5.49528 2.25297
H: 4.41575 3.04683 0.74949
H: 3.23346 1.43817 -0.78271
H: 0.88680 0.57603 -1.59445
H: -0.25884 -0.18919 1.91258
H: -2.39618 -1.37984 2.42834
H: -6.12277 -2.31074 -0.96967
H: -8.13576 -0.80740 -0.97984
H: -8.36695 0.97347 0.77433
H: -6.56472 1.26366 2.49148
H: -4.53572 -0.21708 2.45113
H: -3.19627 -1.74146 -1.77506
H: -1.07956 -0.48048 -2.28859
H: -0.44239 2.12003 1.36036
H: 0.73571 3.69144 2.92199

Forces on atoms 1 to 2 (eV/Å):
0.2 0.0 -0.4
0.9 -1.0 -1.1

Entry from the Open Molecules 2025 dataset: 8 unconnected molecules or ions with the total composition C31H58O17S5 at a distorted geometry (ωB97M-V/def2-TZVPD).

Energy relative to the best compared isomer or geometry (same formula, charge and spin) ... 0.00 kcal per mole
Maximum force ... 2.34 eV/Å
SMILES ... C[C@H]1COC(=O)O1.C[C@H]1COC(=O)O1.O=S1(=O)CCCC1.O=S1(=O)CCCC1.O=S1(=O)CCCC1.O=S1(=O)CCCC1.O=S1(=O)CCCC1.CC(C)=O
E_tot ... -4485.9943 Ha
Total charge ... 0

CARTESIAN COORDINATES (ANGSTROEM)
C: -0.46913 3.04489 1.09386
C: -1.41891 2.46772 2.11248
C: -2.64807 3.30071 2.42298
O: -3.73152 2.40549 2.24089
C: -3.27650 1.21269 1.79048
O: -3.99555 0.28875 1.61110
O: -1.94412 1.22454 1.63700
H: -0.26191 4.10800 1.23394
H: -0.93592 2.99270 0.10586
H: 0.47960 2.50650 1.07344
H: -0.85670 2.27348 3.03049
H: -2.70910 4.18848 1.79060
H: -2.62007 3.62796 3.46234
C: -0.98757 -4.23871 2.38506
C: -1.48622 -3.40230 3.54983
C: -2.31006 -2.16194 3.18525
O: -3.49185 -2.26037 3.94675
C: -3.52647 -3.46447 4.59621
O: -4.36740 -3.73250 5.38630
O: -2.49072 -4.20662 4.23211
H: -1.80957 -4.45030 1.70347
H: -0.52158 -5.16640 2.71308
H: -0.23657 -3.67014 1.83169
H: -0.73630 -3.16231 4.30513
H: -2.56567 -2.14493 2.11895
H: -1.79520 -1.22606 3.40823
O: 1.00989 2.33781 -6.98844
S: 0.81358 0.93142 -6.79461
O: -0.02535 0.20450 -7.72101
C: 2.41701 0.07085 -6.64099
C: 2.19281 -0.97516 -5.55677
C: 1.44787 -0.21786 -4.47774
C: 0.25459 0.51556 -5.10153
H: 3.10242 0.84509 -6.28491
H: 2.76677 -0.26593 -7.61395
H: 1.58080 -1.77349 -5.98448
H: 3.15844 -1.40794 -5.29817
H: 2.11553 0.47117 -3.95264
H: 1.08026 -0.87595 -3.68525
H: -0.01493 1.38820 -4.50804
H: -0.65001 -0.06891 -5.25544
O: -1.37395 2.56998 -2.71001
S: -0.95815 3.94165 -2.89948
O: -1.44947 4.93973 -1.97537
C: 0.84767 3.99030 -3.04617
C: 1.03979 3.64788 -4.52066
C: -0.00262 4.44238 -5.33566
C: -1.33242 4.47838 -4.59040
H: 1.34561 3.35952 -2.31785
H: 1.12240 5.03969 -2.92569
H: 2.03766 3.83781 -4.91120
H: 0.82343 2.59470 -4.72298
H: -0.03873 4.13663 -6.38164
H: 0.37942 5.45928 -5.48918
H: -2.12564 3.81267 -4.93357
H: -1.80701 5.45645 -4.56166
O: -0.45827 0.48694 4.77286
S: 0.84873 -0.05497 5.05401
O: 1.00022 -1.43150 5.47383
C: 1.94878 0.34849 3.66232
C: 2.38392 1.75050 3.91624
C: 2.79795 1.74581 5.40025
C: 1.65865 1.11044 6.22344
H: 1.50032 0.11789 2.69457
H: 2.78188 -0.35900 3.75272
H: 3.22718 1.98984 3.26886
H: 1.52949 2.40217 3.71311
H: 3.11158 2.72769 5.75271
H: 3.69299 1.12894 5.51377
H: 0.90917 1.85001 6.49877
H: 1.94901 0.58236 7.12711
O: -3.08701 -3.14423 -2.39881
S: -3.18036 -1.84116 -2.99078
O: -2.16298 -1.34322 -3.91835
C: -4.82652 -1.69978 -3.72196
C: -5.64780 -1.31743 -2.48916
C: -4.91673 -0.16803 -1.80016
C: -3.44911 -0.53652 -1.69309
H: -4.98603 -2.67642 -4.17168
H: -4.87272 -0.88303 -4.43898
H: -6.68070 -1.12687 -2.78001
H: -5.69722 -2.15340 -1.78657
H: -5.37239 -0.04718 -0.81554
H: -5.06739 0.78846 -2.30227
H: -3.10526 -0.97310 -0.75470
H: -2.75870 0.27771 -1.90879
O: 6.26078 -3.44719 3.54422
S: 5.07369 -2.65611 3.34952
O: 5.10294 -1.21978 3.14137
C: 4.01026 -3.43672 2.06335
C: 2.62864 -3.45995 2.64700
C: 2.73471 -3.82249 4.12657
C: 3.89170 -3.05178 4.74232
H: 4.40860 -4.44388 1.92518
H: 4.22381 -2.87815 1.15305
H: 2.12921 -2.50719 2.44834
H: 2.04068 -4.20751 2.11012
H: 2.93536 -4.89346 4.20593
H: 1.78818 -3.67531 4.64290
H: 4.42497 -3.64077 5.48756
H: 3.72193 -2.09430 5.23569
C: 0.09837 0.19106 -1.00358
C: 1.06904 -0.51478 -0.09938
C: 2.54243 -0.28128 -0.35463
O: 0.72297 -1.18431 0.84146
H: 0.43663 1.18788 -1.27038
H: -0.87444 0.20992 -0.51126
H: -0.10355 -0.39412 -1.90687
H: 2.74226 -0.29668 -1.42475
H: 3.06766 -0.99660 0.27246
H: 2.80795 0.72077 -0.00197

Forces on atoms 1 to 2 (eV/Å):
-0.2 0.2 -0.8
1.1 0.2 0.3

Entry from the Open Molecules 2025 dataset: a molecular structure, C29H60BN4O19Sr3 at a distorted geometry (ωB97M-V/def2-TZVPD).

Maximum force ... 3.80 eV/Å
E_tot ... -2906.2420 Ha
Total charge ... +3

CARTESIAN COORDINATES (ANGSTROEM)
Sr: -20.18685 18.48611 17.20733
Sr: -15.54279 20.28221 15.63125
Sr: -18.96077 18.50701 12.35327
C: -18.26765 19.28057 15.05808
O: -17.40478 19.19358 14.13852
O: -19.46378 18.98185 14.81144
O: -17.89207 19.47357 16.24919
O: -18.60152 16.47795 16.53857
C: -17.93989 15.70075 15.88998
O: -17.24662 14.74248 16.43225
B: -16.58578 13.93417 15.31983
O: -16.79161 14.77563 14.13007
C: -17.68025 15.67647 14.36799
O: -18.20640 16.38502 13.54696
O: -15.16314 13.82338 15.57695
C: -14.78117 12.55051 15.25067
O: -13.66682 12.20892 15.09260
C: -16.07971 11.75054 15.09536
O: -17.10073 12.58527 15.13876
O: -16.14183 10.59838 14.77982
C: -17.66376 22.82770 16.37026
O: -16.61541 22.54733 15.50194
C: -16.80136 23.16274 14.23858
C: -15.48137 23.09553 13.47111
N: -14.99755 21.72508 13.32906
C: -13.55425 21.70338 12.93438
C: -12.80454 20.54826 13.58410
O: -12.92881 20.45024 14.99855
C: -11.92501 21.15065 15.73222
H: -18.67851 22.54953 16.05234
H: -17.71752 23.87646 16.68126
H: -17.47826 22.19011 17.24137
H: -17.07855 24.21371 14.36646
H: -17.59778 22.71310 13.63123
H: -14.79246 23.79938 13.94218
H: -15.59098 23.56699 12.48588
H: -15.42587 21.29587 12.51704
H: -12.96716 22.59416 13.17715
H: -13.51079 21.70263 11.84295
H: -11.75278 20.45273 13.30140
H: -13.18838 19.60133 13.18422
H: -11.80219 21.00043 16.80019
H: -12.08578 22.22866 15.59247
H: -10.96887 21.00654 15.22076
C: -18.14896 16.91897 19.67805
O: -18.78580 18.13929 19.31734
C: -18.63642 19.17539 20.25091
C: -19.14465 20.44448 19.57530
N: -20.52580 20.31670 19.10722
C: -20.98730 21.55488 18.44462
C: -22.30045 21.15139 17.80505
O: -21.98874 20.27366 16.68322
C: -23.10928 20.23163 15.79590
H: -18.44127 16.06796 19.06490
H: -18.36797 16.75466 20.73659
H: -17.06272 16.91522 19.52853
H: -17.62530 19.35282 20.61997
H: -19.34777 18.98746 21.06576
H: -18.55476 20.74085 18.69960
H: -18.91487 21.25981 20.27561
H: -21.18025 20.15085 19.86772
H: -20.31791 21.87516 17.64722
H: -21.11189 22.38086 19.14815
H: -22.83077 22.05682 17.47816
H: -23.11436 20.74526 18.41422
H: -23.00569 19.50049 14.99221
H: -23.15379 21.18620 15.26284
H: -24.00515 20.01119 16.37756
C: -20.81399 21.56268 12.89435
O: -20.85512 20.35664 12.13145
C: -21.22173 20.49728 10.74168
C: -21.32352 19.11273 10.13573
N: -20.01655 18.45684 9.98648
C: -20.22437 17.03228 9.68436
C: -18.92606 16.20852 9.54960
O: -18.33633 16.39674 10.82904
C: -17.06741 15.70244 10.94162
H: -21.85407 21.88958 12.98766
H: -20.27131 22.38635 12.42401
H: -20.39027 21.31019 13.86348
H: -20.47193 21.07928 10.18803
H: -22.11031 21.13303 10.76384
H: -21.79442 19.22712 9.15266
H: -21.98382 18.48616 10.73565
H: -19.46807 18.95058 9.29201
H: -20.53645 17.04199 8.62708
H: -20.94043 16.41249 10.21943
H: -18.42821 16.69528 8.70542
H: -19.16070 15.16673 9.33933
H: -17.33884 14.65437 11.08102
H: -16.43939 16.12030 11.71839
H: -16.52022 15.72285 9.99532
C: -14.22741 23.28648 17.65703
O: -14.56671 21.92150 17.63073
C: -14.39503 21.25883 18.85339
C: -14.82911 19.78918 18.83195
N: -14.35648 19.07103 17.63097
C: -15.04310 17.77975 17.55830
C: -14.37229 16.91435 16.49333
O: -14.52808 17.64083 15.25085
C: -13.85032 16.97947 14.18792
H: -14.74110 23.88413 16.90445
H: -13.14845 23.43126 17.56345
H: -14.52111 23.78435 18.58925
H: -14.79127 21.86026 19.68351
H: -13.35004 21.25001 19.21218
H: -15.89729 19.81577 19.06755
H: -14.37127 19.32447 19.71154
H: -13.40860 18.75802 17.82350
H: -16.13456 17.84114 17.52563
H: -14.87410 17.27584 18.52458
H: -14.81794 15.92147 16.43009
H: -13.32295 16.77807 16.77123
H: -12.81243 17.29730 14.04730
H: -14.33253 17.27998 13.25299
H: -13.88811 15.89547 14.29513

Forces on atoms 1 to 2 (eV/Å):
0.9 -0.2 -0.6
0.8 -0.6 -0.2